{"formula": "C3H13N4", "method": "ωB97M-V/def2-TZVPD", "symbols": ["C", "N", "N", "N", "C", "C", "N", "H", "H", "H", "H", "H", "H", "H", "H", "H", "H", "H", "H", "H"], "coordinates": [[-2.5058, -0.2237, 0.0850], [-1.2712, 0.0396, -0.5878], [-0.2607, 0.8780, 0.4945], [1.0182, 0.6536, 0.3778], [1.8794, 1.3717, -0.5595], [1.2131, -0.6891, 0.9273], [0.4722, -1.6100, 0.1471], [-3.4094, -0.3359, -0.6179], [-2.4854, -1.3100, 0.3716], [-2.5318, 0.4667, 0.8830], [-0.6311, -0.7537, -0.6878], [-1.4730, 0.4697, -1.5191], [-0.6031, 1.8688, 0.3767], [2.1351, 2.3681, -0.0771], [2.8795, 0.9410, -0.7919], [1.2786, 1.5829, -1.5382], [2.2394, -0.8341, 1.1157], [0.7476, -0.6631, 1.8748], [1.0311, -1.7539, -0.7555], [0.2772, -2.4667, 0.4814]], "charge": 1, "orbital_gap_ev": 10.59, "de_lowest_kcal_mol": 119.8, "max_force_ev_per_a": 5.90}

=====

{"formula": "C31H53N4O3PPdS", "method": "ωB97M-V/def2-TZVPD", "symbols": ["Pd", "N", "C", "C", "C", "N", "C", "C", "N", "C", "H", "H", "H", "H", "H", "H", "H", "H", "H", "H", "H", "H", "H", "H", "H", "H", "O", "C", "N", "S", "O", "O", "C", "C", "C", "C", "C", "C", "H", "H", "H", "H", "C", "C", "C", "C", "C", "C", "P", "C", "C", "C", "C", "C", "C", "C", "C", "C", "C", "C", "C", "H", "H", "H", "H", "H", "H", "H", "H", "H", "H", "H", "H", "H", "H", "H", "H", "H", "H", "H", "H", "H", "H", "H", "H", "H", "H", "H", "H", "H", "H", "H", "H", "H"], "coordinates": [[1.0492, -0.1993, -0.7918], [-2.8990, -3.4554, -0.7335], [-2.5445, -3.9318, -2.0994], [-3.3716, -3.1647, -3.1316], [-3.0391, -1.6769, -3.1435], [-3.6494, -1.0604, -1.8932], [-1.5409, -1.3901, -3.2334], [-0.5945, -2.2729, -2.4157], [-0.3360, -1.7365, -1.0368], [-1.0572, -3.7312, -2.3727], [-3.8134, -3.8243, -0.4803], [-3.3930, -1.6964, -1.1022], [-2.2640, -3.8654, -0.0537], [-2.7667, -4.9964, -2.2008], [-4.4426, -3.3172, -2.9662], [-3.1611, -3.5655, -4.1242], [-3.5320, -1.1821, -3.9789], [-4.6674, -1.0352, -1.9616], [-3.3224, -0.1061, -1.7238], [-1.3267, -0.3338, -3.0553], [-1.2707, -1.5374, -4.2791], [0.3727, -2.2301, -2.9090], [0.1524, -2.4711, -0.5214], [-1.2140, -1.6232, -0.5389], [-0.4570, -4.2947, -1.6510], [-0.8381, -4.1774, -3.3452], [0.9937, -0.3635, -4.3803], [1.9452, 0.0040, -3.7311], [2.2826, -0.5357, -2.4785], [3.4798, 0.3356, -1.8084], [2.7144, 1.0347, -0.7117], [4.6268, -0.3713, -1.3616], [3.7972, 1.4035, -3.1478], [4.7941, 2.3452, -3.3051], [4.8333, 3.0071, -4.5260], [3.9174, 2.7117, -5.5332], [2.9344, 1.7460, -5.3549], [2.8869, 1.0880, -4.1402], [5.5111, 2.5547, -2.5235], [5.5938, 3.7558, -4.6999], [3.9829, 3.2374, -6.4761], [2.2320, 1.4995, -6.1393], [2.7868, 3.2966, 3.4409], [1.8967, 3.9136, 2.3490], [1.3561, 2.8463, 1.3846], [1.0686, 1.5561, 2.1677], [2.4008, 0.9378, 2.6624], [3.4525, 2.0267, 2.9243], [0.1121, 0.3226, 1.2292], [-0.0187, -1.2301, 2.2029], [1.2198, -2.1357, 2.1228], [0.8213, -3.5640, 2.5207], [-0.2243, -3.5664, 3.6519], [-0.0955, -2.3071, 4.5017], [-0.4458, -1.0558, 3.6783], [-1.6395, 0.8718, 1.0313], [-2.3111, 1.4769, 2.2973], [-2.5343, 2.9817, 2.1688], [-3.4537, 3.3176, 0.9864], [-3.2636, 2.3363, -0.1854], [-1.8381, 1.7835, -0.1917], [2.1899, 3.0517, 4.3248], [3.5312, 4.0198, 3.7712], [2.4636, 4.6462, 1.7726], [1.0652, 4.4544, 2.8069], [2.0887, 2.6262, 0.6073], [0.4714, 3.2278, 0.8793], [0.4484, 1.8122, 3.0335], [2.7914, 0.2299, 1.9284], [2.2137, 0.3802, 3.5827], [3.9949, 2.2463, 2.0013], [4.1889, 1.6508, 3.6340], [-0.8338, -1.7642, 1.6914], [1.9826, -1.7572, 2.8028], [1.6814, -2.1228, 1.1303], [1.7143, -4.1082, 2.8287], [0.4278, -4.0989, 1.6488], [-0.1115, -4.4592, 4.2652], [-1.2382, -3.6116, 3.2385], [0.9252, -2.2314, 4.8833], [-0.7450, -2.3572, 5.3751], [0.0420, -0.1832, 4.1188], [-1.5220, -0.8757, 3.7251], [-2.1582, -0.0775, 0.8216], [-1.7375, 1.2542, 3.1962], [-3.2800, 0.9903, 2.4377], [-1.5737, 3.4849, 2.0548], [-2.9624, 3.3663, 3.0941], [-3.2523, 4.3337, 0.6459], [-4.4959, 3.3004, 1.3063], [-3.5004, 2.8281, -1.1311], [-3.9738, 1.5054, -0.0671], [-1.1342, 2.6169, -0.1804], [-1.5909, 1.2357, -1.1102]], "charge": 2, "orbital_gap_ev": 8.69, "de_lowest_kcal_mol": 30.2, "max_force_ev_per_a": 0.29}

=====

{"formula": "C11H44N22O11", "method": "ωB97M-V/def2-TZVPD", "symbols": ["N", "C", "N", "O", "H", "H", "H", "H", "N", "C", "N", "O", "H", "H", "H", "H", "N", "C", "N", "O", "H", "H", "H", "H", "N", "C", "N", "O", "H", "H", "H", "H", "N", "C", "N", "O", "H", "H", "H", "H", "N", "C", "N", "O", "H", "H", "H", "H", "N", "C", "N", "O", "H", "H", "H", "H", "N", "C", "N", "O", "H", "H", "H", "H", "N", "C", "N", "O", "H", "H", "H", "H", "N", "C", "N", "O", "H", "H", "H", "H", "N", "C", "N", "O", "H", "H", "H", "H"], "coordinates": [[-22.4154, -14.4279, 3.9028], [-21.3064, -15.2188, 3.9756], [-21.0625, -15.8519, 5.1403], [-20.4986, -15.3170, 3.0407], [-23.0989, -14.4342, 4.6588], [-22.5456, -14.0981, 2.9632], [-21.6810, -15.7449, 5.9403], [-20.1216, -16.1825, 5.2436], [-29.1848, -18.0892, 6.6534], [-29.0064, -17.2968, 5.5909], [-29.2516, -15.9608, 5.8609], [-28.5312, -17.6692, 4.5221], [-28.6505, -18.9576, 6.6502], [-29.6559, -17.7743, 7.4765], [-29.3471, -15.3208, 5.0866], [-29.9270, -15.8258, 6.5943], [-30.0450, -11.4034, 8.2548], [-28.8595, -11.8309, 7.7621], [-27.8654, -10.9188, 7.8935], [-28.6412, -13.0003, 7.4088], [-30.1062, -10.4767, 8.6216], [-30.8314, -12.0148, 8.1300], [-26.8694, -11.0318, 7.7704], [-28.1063, -10.0300, 8.2927], [-26.3733, -19.5098, 4.6285], [-26.7932, -20.5119, 5.4603], [-25.8379, -21.4614, 5.6639], [-27.9517, -20.5928, 5.8933], [-27.1037, -18.7934, 4.5741], [-25.3847, -19.3056, 4.5977], [-26.0732, -22.3218, 6.1186], [-24.9299, -21.1316, 5.3923], [-27.3178, -11.8958, 4.6382], [-28.2353, -12.1884, 3.6993], [-29.2942, -12.8847, 4.2144], [-28.1230, -11.9560, 2.5017], [-26.4828, -11.3863, 4.4220], [-27.3985, -12.2608, 5.5726], [-29.9565, -13.2575, 3.5539], [-29.5633, -13.1100, 5.1567], [-21.8310, -13.0102, 7.4438], [-21.3820, -14.2103, 7.8766], [-22.2993, -15.2035, 7.7381], [-20.2281, -14.3702, 8.2815], [-22.7471, -12.9285, 7.0443], [-21.1879, -12.3589, 7.8731], [-21.9371, -16.1057, 7.9908], [-23.2585, -14.9936, 7.5065], [-28.9234, -15.5124, 8.7150], [-28.0510, -15.9071, 9.6826], [-28.4296, -17.0487, 10.3320], [-26.9767, -15.3556, 9.8890], [-29.6762, -16.1009, 8.4254], [-28.5533, -14.7816, 8.1087], [-29.3713, -17.3825, 10.3320], [-27.6298, -17.5443, 10.6921], [-25.6889, -16.0817, 5.1114], [-25.4897, -14.9495, 5.8372], [-26.5548, -14.5797, 6.5910], [-24.3776, -14.3838, 5.8913], [-24.8486, -16.5876, 4.8745], [-26.6361, -16.4058, 5.1876], [-26.5253, -13.6560, 6.9966], [-26.9981, -15.3528, 7.0581], [-27.6158, -19.4824, 9.2617], [-26.5065, -19.1456, 8.5575], [-25.4720, -20.0140, 8.8329], [-26.3769, -18.1344, 7.8780], [-28.3727, -18.8220, 9.2329], [-27.6647, -20.3197, 9.8015], [-25.7296, -20.8883, 9.2467], [-24.6015, -19.9714, 8.3323], [-21.6718, -19.0139, 5.5899], [-23.0017, -18.7606, 5.6519], [-23.4922, -18.5954, 6.9083], [-23.6381, -18.6391, 4.6008], [-21.2238, -19.1594, 4.7040], [-21.0725, -18.9801, 6.3950], [-22.8875, -18.5979, 7.7068], [-24.4784, -18.3480, 6.9592], [-24.5043, -11.2749, 5.9702], [-24.4111, -11.1201, 7.3175], [-23.5863, -10.0996, 7.6745], [-24.9937, -11.9391, 8.0360], [-24.8146, -12.1791, 5.6400], [-24.0207, -10.7139, 5.2910], [-23.1670, -9.5789, 6.9320], [-23.4426, -9.9775, 8.6612]], "orbital_gap_ev": 8.71, "de_lowest_kcal_mol": 41.9, "max_force_ev_per_a": 2.20}

=====

{"formula": "C4H6N2O", "method": "ωB97M-V/def2-TZVPD", "symbols": ["O", "C", "N", "C", "C", "C", "N", "H", "H", "H", "H", "H", "H"], "coordinates": [[0.7447, -0.5635, 2.2140], [0.3175, -0.5304, 1.0921], [-0.4681, -1.4190, 0.4251], [-0.8956, -0.9354, -0.8831], [0.0229, 0.2155, -1.0536], [0.9038, 1.8109, 0.4501], [0.5240, 0.5710, 0.1314], [-1.0121, -2.0671, 0.9712], [-1.9567, -0.6402, -0.8459], [-0.7782, -1.6946, -1.6598], [0.3279, 0.7163, -1.9560], [1.7021, 2.0105, 1.1444], [0.4134, 2.5821, -0.1230]], "orbital_gap_ev": [7.87, 7.73], "de_lowest_kcal_mol": 61.6, "max_force_ev_per_a": 0.48}

=====

{"formula": "C3H4O", "method": "ωB97M-V/def2-TZVPD", "symbols": ["C", "C", "H", "H", "C", "O", "H", "H"], "coordinates": [[-2.3502, 0.3911, -0.2874], [-1.4913, -0.4184, -0.1533], [-3.1997, 1.1387, -0.3802], [-0.8529, -1.2806, -0.2285], [2.0512, 0.0553, 0.2547], [1.4200, -0.9083, -0.1090], [2.3137, 0.1082, 1.3694], [2.1092, 0.9141, -0.4657]], "orbital_gap_ev": 11.00, "de_lowest_kcal_mol": 54.3, "max_force_ev_per_a": 3.56}

=====

{"formula": "C6H10N2O2S", "method": "ωB97M-V/def2-TZVPD", "symbols": ["C", "C", "C", "S", "O", "O", "C", "C", "C", "N", "N", "H", "H", "H", "H", "H", "H", "H", "H", "H", "H"], "coordinates": [[-2.8041, -0.2503, 0.7523], [-1.4488, 0.2880, 0.3511], [-1.4485, 1.0773, -0.9338], [-0.3370, -1.1498, 0.1141], [-0.4525, -1.7429, -1.5046], [-0.5042, -2.1103, 1.1607], [1.3010, -0.4495, 0.1561], [2.4511, -0.9126, -0.4994], [3.4099, 0.0308, -0.2158], [2.8162, 0.9656, 0.5546], [1.5374, 0.6932, 0.7846], [-3.2810, -0.7213, -0.1062], [-2.6834, -0.9955, 1.5353], [-3.4447, 0.5512, 1.1201], [-0.9634, 0.8247, 1.1667], [-2.1300, 1.9236, -0.8713], [-1.7575, 0.4259, -1.7522], [-0.4488, 1.4460, -1.1596], [2.5330, -1.8039, -1.0843], [4.4396, 0.0998, -0.5023], [3.2155, 1.8101, 0.9339]], "orbital_gap_ev": 10.33, "de_lowest_kcal_mol": 82.6, "max_force_ev_per_a": 7.23}

=====

{"formula": "C50H65AsIrN5O5S2", "method": "ωB97M-V/def2-TZVPD", "symbols": ["Ir", "C", "C", "C", "C", "C", "C", "C", "C", "C", "C", "C", "C", "N", "C", "C", "C", "C", "C", "C", "C", "N", "C", "C", "C", "C", "C", "C", "C", "C", "C", "C", "C", "C", "H", "H", "H", "H", "H", "H", "H", "H", "H", "H", "H", "H", "H", "H", "H", "H", "H", "H", "H", "H", "H", "H", "H", "H", "H", "H", "H", "H", "H", "H", "H", "H", "H", "H", "H", "H", "H", "H", "H", "C", "C", "C", "C", "C", "C", "C", "S", "O", "O", "N", "C", "C", "O", "O", "H", "H", "H", "H", "H", "H", "H", "H", "H", "N", "C", "S", "N", "C", "C", "C", "C", "C", "C", "H", "H", "H", "H", "H", "H", "H", "H", "C", "As", "C", "C", "O", "H", "H", "H", "H", "H", "H", "H", "H", "H"], "coordinates": [[0.6494, 0.3187, -0.4671], [-0.6999, 2.2419, -5.3150], [-0.1685, 1.8973, -3.9222], [1.2756, 1.3950, -4.0235], [-0.2501, 3.0675, -2.9603], [-0.0318, 4.3501, -3.4534], [-0.0751, 5.4574, -2.6306], [-0.3573, 5.2957, -1.2888], [-0.5771, 4.0381, -0.7452], [-0.8926, 3.9385, 0.7311], [0.2459, 4.5106, 1.5755], [-2.2247, 4.6162, 1.0642], [-0.4985, 2.9277, -1.5896], [-0.8011, 1.5882, -1.0638], [-2.0617, 1.3943, -0.8725], [-2.7482, 0.1955, -0.5199], [-4.1497, 0.3336, -0.4013], [-4.9747, -0.7347, -0.1937], [-4.3786, -2.0015, -0.1085], [-3.0258, -2.1768, -0.2190], [-2.1212, -1.0803, -0.4106], [-0.7691, -1.2604, -0.4715], [-0.4742, -2.6033, -0.9149], [-0.7406, -2.9152, -2.2722], [-0.7476, -4.2393, -2.6782], [-0.4526, -5.2636, -1.7886], [-0.1188, -4.9390, -0.4911], [-0.1381, -3.6185, -0.0227], [0.0655, -3.4839, 1.4823], [-1.2487, -3.8043, 2.2077], [0.6267, -2.1726, 2.0233], [-1.0644, -1.8469, -3.3074], [-2.5335, -1.8872, -3.7498], [-0.1753, -1.9627, -4.5440], [-0.8439, 1.3259, -5.8895], [0.0046, 2.8621, -5.8710], [-1.6547, 2.7683, -5.2691], [-0.7940, 1.0937, -3.5284], [1.9684, 2.2364, -4.0786], [1.4071, 0.7760, -4.9140], [1.5470, 0.7907, -3.1628], [0.1824, 4.4821, -4.5048], [0.1025, 6.4446, -3.0362], [-0.3997, 6.1639, -0.6429], [-0.9828, 2.8839, 0.9775], [0.3391, 5.5883, 1.4320], [1.1908, 4.0412, 1.3032], [0.0565, 4.3326, 2.6376], [-2.2108, 5.6702, 0.7829], [-2.4220, 4.5631, 2.1384], [-3.0610, 4.1489, 0.5373], [-2.7039, 2.2540, -1.0544], [-4.5649, 1.3312, -0.4892], [-6.0436, -0.6096, -0.1002], [-4.9996, -2.8768, 0.0416], [-2.6344, -3.1803, -0.1596], [-0.9969, -4.4789, -3.7045], [-0.4793, -6.2978, -2.1069], [0.1220, -5.7284, 0.2126], [0.7702, -4.2813, 1.7393], [-2.0322, -3.1212, 1.8717], [-1.1302, -3.6890, 3.2871], [-1.5864, -4.8218, 2.0046], [1.1910, -2.3574, 2.9361], [1.2883, -1.6561, 1.3280], [-0.1776, -1.4828, 2.2798], [-0.8624, -0.8803, -2.8492], [-2.7541, -2.8298, -4.2569], [-2.7351, -1.0761, -4.4534], [-3.2245, -1.7888, -2.9170], [-0.2804, -2.9348, -5.0286], [0.8711, -1.8053, -4.2848], [-0.4591, -1.2037, -5.2745], [2.3078, 0.6900, 6.6044], [2.8834, 0.5842, 5.2171], [3.2059, -0.6516, 4.6687], [3.7517, -0.7477, 3.3952], [3.9518, 0.3975, 2.6454], [3.6477, 1.6432, 3.1798], [3.1237, 1.7293, 4.4595], [4.7391, 0.3224, 1.0561], [5.4096, 1.5986, 0.9133], [5.5970, -0.8503, 1.1422], [3.5865, 0.1061, -0.0346], [3.7380, 1.0703, -1.1301], [2.8257, 2.2841, -1.0563], [3.1114, 3.3455, -1.5751], [1.7101, 2.0958, -0.4000], [2.3795, -0.2585, 7.1354], [1.2521, 0.9723, 6.5748], [2.8296, 1.4479, 7.1900], [3.0543, -1.5498, 5.2569], [4.0455, -1.7057, 2.9876], [3.8480, 2.5300, 2.5939], [2.9062, 2.7057, 4.8821], [3.4553, 0.5907, -2.0665], [4.7502, 1.4611, -1.2269], [-0.8082, 1.7825, 3.7180], [-0.7466, 0.9617, 2.6608], [0.6867, 0.9896, 1.7466], [-1.7624, 0.1472, 2.4084], [-3.0365, 0.1493, 3.0415], [-3.7867, 1.3175, 3.1047], [-5.0453, 1.2875, 3.6853], [-5.5566, 0.0973, 4.1841], [-4.8046, -1.0660, 4.1051], [-3.5392, -1.0433, 3.5395], [0.0224, 2.3066, 3.9438], [-1.5097, 1.6469, 4.4286], [-1.6000, -0.5209, 1.6686], [-3.3970, 2.2325, 2.6761], [-5.6336, 2.1945, 3.7304], [-6.5420, 0.0764, 4.6299], [-5.2002, -1.9965, 4.4898], [-2.9432, -1.9445, 3.4731], [2.4913, -3.4789, -3.2771], [2.9833, -2.1373, -1.9958], [3.4612, -3.1953, -0.4817], [4.5970, -1.4176, -2.7461], [1.6387, -1.1231, -1.8562], [3.3835, -4.0440, -3.5449], [2.0628, -3.0223, -4.1658], [1.7532, -4.1415, -2.8294], [4.0338, -4.0408, -0.8667], [2.5624, -3.5582, -0.0017], [4.0716, -2.6066, 0.1954], [5.1496, -2.2515, -3.1797], [5.1851, -0.9459, -1.9650], [4.3486, -0.6996, -3.5243]], "orbital_gap_ev": 6.31, "de_lowest_kcal_mol": 33.6, "max_force_ev_per_a": 0.64}

=====

Please write out number 6 again, unchanged.
{"formula": "C6H10N2O2S", "method": "ωB97M-V/def2-TZVPD", "symbols": ["C", "C", "C", "S", "O", "O", "C", "C", "C", "N", "N", "H", "H", "H", "H", "H", "H", "H", "H", "H", "H"], "coordinates": [[-2.8041, -0.2503, 0.7523], [-1.4488, 0.2880, 0.3511], [-1.4485, 1.0773, -0.9338], [-0.3370, -1.1498, 0.1141], [-0.4525, -1.7429, -1.5046], [-0.5042, -2.1103, 1.1607], [1.3010, -0.4495, 0.1561], [2.4511, -0.9126, -0.4994], [3.4099, 0.0308, -0.2158], [2.8162, 0.9656, 0.5546], [1.5374, 0.6932, 0.7846], [-3.2810, -0.7213, -0.1062], [-2.6834, -0.9955, 1.5353], [-3.4447, 0.5512, 1.1201], [-0.9634, 0.8247, 1.1667], [-2.1300, 1.9236, -0.8713], [-1.7575, 0.4259, -1.7522], [-0.4488, 1.4460, -1.1596], [2.5330, -1.8039, -1.0843], [4.4396, 0.0998, -0.5023], [3.2155, 1.8101, 0.9339]], "orbital_gap_ev": 10.33, "de_lowest_kcal_mol": 82.6, "max_force_ev_per_a": 7.23}